No. 1
DFT (wB97M-V/def2-TZVPD) results for a molecular structure, C23H24Cl3N3OPSiV.

Spin multiplicity   3
HOMO level (alpha / beta)   -14.53 / -14.46 eV
LUMO energy (alpha / beta)   -0.275 / -0.251 hartree
Expectation value of S²   2.02
ΔE to the lowest compared entry with this formula, charge and spin   0.014 eV
Total charge   +2
Gap between HOMO and LUMO (alpha / beta)   7.055 / 7.630 eV

Last column: Löwdin spin population.
Positions of all 57 atoms, in Å:
V  -0.473  0.329  0.433  1.9619
Cl  -2.689  0.470  0.310  0.0278
Cl  -0.746  -2.131  0.149  0.0023
Cl  -3.218  -2.309  -2.048  0.0020
P  0.080  0.754  2.747  -0.0170
Si  -1.630  -1.151  -1.671  0.0073
O  -0.231  7.163  -1.242  0.0000
N  1.652  -0.114  0.383  0.0021
N  0.002  2.189  -0.170  -0.0052
N  0.296  4.447  -1.058  0.0010
C  -0.665  5.223  3.405  -0.0018
C  0.143  3.264  -0.600  0.0229
C  3.836  -0.155  1.543  -0.0003
C  1.848  0.417  2.782  -0.0006
C  -0.175  2.516  3.042  0.0006
C  -1.262  0.434  5.174  -0.0036
C  -1.483  3.004  2.977  -0.0010
C  1.222  5.423  -0.428  0.0017
C  -0.539  4.966  -2.175  0.0018
C  0.429  6.676  -0.095  0.0002
C  -0.708  -1.579  3.946  -0.0023
C  -1.276  -2.347  4.946  0.0005
C  2.603  0.506  3.952  -0.0006
C  2.470  0.071  1.590  0.0042
C  3.968  0.278  3.911  -0.0002
C  -1.725  4.355  3.163  0.0004
C  0.636  4.742  3.456  0.0005
C  4.583  -0.042  2.706  0.0004
C  0.887  3.388  3.271  -0.0019
C  -0.701  -0.186  4.060  -0.0037
C  -1.830  -0.346  6.172  0.0003
C  -1.839  -1.728  6.056  -0.0035
C  -1.202  6.252  -1.712  0.0000
H  2.116  0.748  4.889  0.0000
H  -1.281  -3.425  4.864  0.0001
H  -0.295  6.459  0.701  0.0000
H  1.901  3.014  3.323  0.0000
H  1.657  4.976  0.465  0.0001
H  -2.263  0.128  7.042  0.0000
H  1.457  5.417  3.662  0.0000
H  1.728  -1.092  0.104  0.0017
H  -0.259  -2.061  3.085  0.0001
H  -2.310  2.327  2.795  0.0000
H  -1.709  6.723  -2.552  0.0001
H  -1.252  1.511  5.272  -0.0001
H  -2.285  -2.330  6.837  -0.0002
H  2.008  5.648  -1.150  -0.0001
H  0.124  5.163  -3.018  0.0001
H  -1.938  6.039  -0.926  0.0000
H  2.069  0.414  -0.382  0.0020
H  1.108  7.457  0.244  0.0001
H  4.554  0.345  4.817  -0.0001
H  5.649  -0.222  2.672  0.0000
H  -2.738  4.732  3.132  0.0001
H  -0.857  6.275  3.569  -0.0001
H  4.315  -0.433  0.611  0.0000
H  -1.273  4.213  -2.455  0.0001

No. 2
DFT (wB97M-V/def2-TZVPD) results for a molecular structure, C23H24FLiN4O3S5.

HOMO level   -7.41 eV
LUMO energy   -0.021 hartree
ΔE to the lowest compared entry with this formula, charge and spin   0.402 eV
Gap between HOMO and LUMO   6.846 eV

Last column: natural (NBO) charge in e.
Positions of all 61 atoms, in Å:
S  -2.550  -1.868  0.674  0.2069
S  0.475  -6.825  1.307  -0.1113
S  1.157  -4.065  0.453  0.4725
S  0.735  -1.149  -0.055  -0.4551
S  -1.551  -4.643  1.170  0.4829
F  2.209  1.103  -3.778  -0.3413
O  1.543  1.931  4.519  -0.7043
O  3.450  0.860  0.960  -0.7002
O  2.408  0.102  3.534  -0.8330
N  -1.455  -1.069  -2.534  -0.5482
N  -0.639  1.465  -3.670  -0.4089
N  -0.050  2.973  0.871  -0.3851
N  3.727  -2.593  2.366  -0.4298
C  -2.018  1.289  -3.202  -0.2437
C  -2.101  -0.739  2.019  -0.7412
C  0.251  1.875  -2.637  0.1073
C  1.657  1.865  2.165  -0.2945
C  -0.202  -0.943  -3.361  -0.2675
C  -2.584  2.963  0.603  -0.4389
C  -0.298  0.206  -4.350  -0.2493
C  3.633  -3.665  2.758  0.3908
C  1.923  1.270  3.553  0.7756
C  3.474  -5.028  3.239  -0.7367
C  1.785  1.946  -0.282  -0.1854
C  -0.218  2.519  -1.504  -0.3229
C  -2.278  3.526  1.960  -0.4107
C  0.521  2.533  -0.315  0.2797
C  2.402  1.529  0.981  0.5215
C  2.354  1.525  -1.487  -0.2041
C  1.621  1.536  -2.633  0.3732
C  0.077  -2.692  0.367  -0.3555
C  -1.208  -3.000  0.675  -0.5192
C  0.545  2.628  2.048  0.1112
C  -1.293  3.699  0.851  -0.0587
C  0.041  -5.264  0.995  -0.5812
C  -2.091  0.229  -2.105  -0.2584
Li  3.031  -0.708  1.992  0.8876
H  -2.439  2.217  -2.823  0.2275
H  4.447  -5.512  3.310  0.2585
H  -2.629  1.012  -4.062  0.2113
H  -1.070  0.036  -5.102  0.2022
H  -2.509  1.888  0.502  0.2197
H  -3.112  -0.002  -1.809  0.2327
H  3.354  1.112  -1.476  0.2663
H  0.647  0.275  -4.874  0.2577
H  -2.965  -0.097  2.189  0.2226
H  -2.143  -1.630  -3.032  0.4157
H  2.845  -5.589  2.544  0.2777
H  3.005  -5.015  4.221  0.2650
H  -1.236  -1.555  -1.643  0.4935
H  -2.807  4.408  2.290  0.2315
H  0.600  -0.790  -2.639  0.2736
H  0.053  2.950  2.955  0.2467
H  -3.337  3.443  -0.009  0.2205
H  -1.208  4.690  0.419  0.2179
H  -1.535  0.535  -1.221  0.2615
H  -0.044  -1.904  -3.847  0.2274
H  -1.908  -1.316  2.921  0.2384
H  -1.232  2.873  -1.464  0.2269
H  -1.211  -0.167  1.759  0.2432
H  -2.049  2.817  2.744  0.2375